Computed, not measured: a molecular structure, C45H67BF27GaNO21 in a non-equilibrium geometry, with the ωB97M-V functional and the def2-TZVPD basis.

## Properties
E_HOMO	-4.161	eV
total energy	-218668.3101	eV
E_LUMO	1.84	eV
orbital gap	6.0	eV

ORCA input file:
```
! wB97M-V def2-TZVPD RIJCOSX def2/J DEFGRID3
* xyz -1 1
C -1.1953 2.1913 0.8170
C -1.4596 1.5925 -0.5855
Ga -0.4576 -0.1612 -0.9809
C 1.4212 0.2478 -1.7524
C 2.3596 0.9628 -0.7442
C 3.4754 0.0741 -0.2484
O 4.8075 0.6653 -0.3707
C 4.9058 1.7929 0.3581
C 5.0428 1.7554 1.8381
O 4.9111 2.8249 -0.1925
B -0.2028 -1.3511 0.7779
O 0.6124 -0.7695 1.8099
N -0.7767 -2.6559 1.0361
C -1.4027 -3.2642 -0.1442
C 0.1236 -3.5934 1.7160
H -0.9099 3.2418 0.8083
H -0.4366 1.6616 1.3853
H -2.0995 2.1362 1.4141
H -1.1930 2.3307 -1.3371
H -2.5244 1.4560 -0.6641
H -1.2641 -0.9196 -2.1654
H 1.3131 0.8933 -2.6181
H 1.8836 -0.6581 -2.1341
H 2.7881 1.8403 -1.2061
H 1.7560 1.3301 0.0783
H 3.3643 -0.2390 0.7897
H 3.5208 -0.8235 -0.8379
H 5.0189 2.7813 2.1625
H 6.0016 1.3280 2.0925
H 4.2470 1.2037 2.3140
H 1.4884 -1.1655 1.7054
H -2.4172 -2.9173 -0.2437
H -1.4631 -4.3337 0.0315
H -0.8409 -3.1352 -1.0567
H 0.4881 -4.3877 1.0714
H 0.9848 -3.1207 2.1720
H -0.4156 -4.0860 2.5189
C -1.3464 1.2216 5.7089
C -2.0240 -0.0615 5.2811
O -3.3980 -0.0950 5.7270
C -4.2563 0.5716 4.9713
O -4.0058 1.1838 3.9796
C -5.6738 0.4096 5.5393
F -5.7020 0.5804 6.8719
F -6.1526 -0.8206 5.2747
F -6.5148 1.3001 5.0016
H -1.4297 1.3557 6.7892
H -0.2933 1.1999 5.4335
H -1.8093 2.0866 5.2344
H -1.5371 -0.9161 5.7453
H -1.9722 -0.2003 4.2021
C -4.0952 -8.7566 1.7170
C -4.5997 -7.5261 2.4400
O -3.7192 -7.1561 3.5164
C -2.6407 -6.4614 3.1650
O -2.3417 -6.1303 2.0594
C -1.8283 -6.0993 4.4172
F -1.6973 -7.1517 5.2466
F -2.4340 -5.1188 5.1102
F -0.6084 -5.6796 4.0855
H -3.9441 -9.5763 2.4205
H -4.8111 -9.0700 0.9581
H -3.1402 -8.5615 1.2304
H -5.5626 -7.7283 2.9044
H -4.7319 -6.6865 1.7591
C -8.1095 4.3384 -2.5690
C -7.1130 3.7613 -1.5854
O -6.4275 2.6316 -2.1466
C -5.4025 2.8966 -2.9513
O -4.9748 3.9733 -3.2413
C -4.7869 1.5784 -3.4406
F -5.7361 0.7058 -3.8403
F -4.0916 1.0252 -2.4481
F -3.9712 1.7884 -4.4763
H -8.8017 3.5666 -2.9085
H -8.6787 5.1430 -2.1037
H -7.6048 4.7361 -3.4492
H -7.6281 3.3857 -0.7033
H -6.4002 4.5073 -1.2563
C 9.0840 -0.1659 1.7960
C 10.1936 -1.1247 2.1688
O 9.8401 -1.9156 3.3198
C 9.0717 -2.9728 3.0888
O 8.6507 -3.3289 2.0301
C 8.8258 -3.7248 4.4060
F 8.5146 -2.8795 5.4013
F 9.9327 -4.4007 4.7662
F 7.8291 -4.5988 4.2745
H 8.8144 0.4559 2.6507
H 9.3996 0.4789 0.9760
H 8.1868 -0.7023 1.4868
H 11.0867 -0.5732 2.4548
H 10.4611 -1.7734 1.3360
C -0.7167 7.7740 2.2218
C -0.9994 7.6085 0.7440
O -1.9730 6.5773 0.5146
C -3.2419 6.9183 0.6697
O -3.6595 7.9962 0.9804
C -4.1326 5.7106 0.3466
F -3.6725 4.5960 0.9193
F -4.1792 5.5121 -0.9814
F -5.3863 5.9083 0.7818
H -0.4165 6.8216 2.6592
H 0.0806 8.5005 2.3758
H -1.6034 8.1153 2.7554
H -0.1015 7.2851 0.2223
H -1.3274 8.5424 0.2891
C -0.4603 -3.2784 -5.5067
C 0.6529 -4.2648 -5.2261
O 0.3035 -5.1441 -4.1404
C -0.4619 -6.1818 -4.4312
O -0.8884 -6.4846 -5.5075
C -0.7116 -6.9857 -3.1468
F -1.0131 -6.1619 -2.1410
F 0.3863 -7.6892 -2.8059
F -1.7167 -7.8551 -3.3018
H -0.7195 -2.7294 -4.6006
H -0.1510 -2.5681 -6.2726
H -1.3597 -3.7889 -5.8508
H 1.5469 -3.7379 -4.9006
H 0.9145 -4.8465 -6.1097
C 7.7498 0.6328 -2.8260
C 7.8545 2.0301 -2.2639
O 9.2358 2.3691 -1.9897
C 9.9553 2.7842 -3.0159
O 9.5905 2.9117 -4.1475
C 11.3722 3.1342 -2.5349
F 11.8624 2.1885 -1.7154
F 11.3636 4.2988 -1.8623
F 12.2100 3.2594 -3.5668
H 8.2318 -0.0805 -2.1547
H 6.7080 0.3543 -2.9466
H 8.2449 0.5424 -3.7937
H 7.3230 2.0743 -1.3170
H 7.4011 2.7684 -2.9228
C 4.7495 5.1153 -7.7170
C 5.7916 4.1289 -7.2340
O 5.3246 3.3991 -6.0880
C 4.5265 2.3664 -6.3365
O 4.1653 1.9942 -7.4132
C 4.1602 1.6745 -5.0154
F 3.8255 2.5659 -4.0752
F 5.2196 0.9699 -4.5648
F 3.1405 0.8370 -5.1794
H 4.4480 5.7777 -6.9053
H 5.1469 5.7165 -8.5344
H 3.8559 4.6012 -8.0689
H 6.6851 4.6544 -6.9033
H 6.0885 3.4388 -8.0226
C -9.5540 -0.5509 4.9379
C -9.5712 -0.6654 3.4298
O -10.3531 -1.8000 3.0017
C -11.6639 -1.6246 2.9587
O -12.2621 -0.6279 3.2378
C -12.3361 -2.9077 2.4457
F -11.8305 -3.9986 3.0426
F -12.1481 -3.0335 1.1210
F -13.6505 -2.8802 2.6779
H -9.2030 -1.4807 5.3864
H -8.8969 0.2589 5.2473
H -10.5522 -0.3559 5.3301
H -8.5658 -0.8406 3.0539
H -9.9426 0.2442 2.9607
*
```

Atom charges from the Löwdin analysis, given in e for atoms 1 to 5:
1. C -0.21
2. C -0.33
3. Ga 0.46
4. C -0.27
5. C -0.24

Computed, not measured: 9 unconnected molecules or ions with the total composition C45H67BrFN4O26P in a non-equilibrium geometry, with the ωB97M-V functional and the def2-TZVPD basis.

## Properties
structure (SMILES)	C[C@@H](F)P(Br)(CC(=O)c1ccccc1)(CC(N)(N)N)OC#N.C[C@@H]1COC(=O)O1.C[C@@H]1COC(=O)O1.C[C@@H]1COC(=O)O1.C[C@@H]1COC(=O)O1.C[C@@H]1COC(=O)O1.C[C@@H]1COC(=O)O1.C[C@@H]1COC(=O)O1.C[C@@H]1COC(=O)O1
E_HOMO	-8.561	eV
total energy	-188998.9863	eV
E_LUMO	-0.09	eV
orbital gap	8.5	eV

ORCA input file:
```
! wB97M-V def2-TZVPD RIJCOSX def2/J DEFGRID3
* xyz 0 1
C -2.5952 1.6796 -2.8787
C -2.2996 0.2633 -2.3963
F -2.8180 -0.6479 -3.2918
P -0.4957 -0.0233 -1.9586
Br -1.2031 -1.0624 0.0744
C 0.2856 1.3146 -0.9462
C -0.5228 1.8438 0.2143
O -1.6185 2.3262 0.0386
C 0.0712 1.8630 1.5872
C -0.3918 2.7860 2.5267
C 0.1505 2.7741 3.8014
C 1.1474 1.8730 4.1502
C 1.6102 0.9492 3.2236
C 1.0617 0.9556 1.9433
C 0.5724 -1.4800 -2.2905
C -0.0375 -2.7959 -2.8203
N -0.9046 -2.6402 -3.9730
N -0.7342 -3.5811 -1.8022
N 1.1088 -3.6349 -3.3061
O 0.1150 0.9070 -3.3837
C -0.1050 0.4661 -4.5660
N -0.1797 0.0441 -5.6261
H -1.7981 2.3809 -2.6690
H -2.7621 1.5921 -3.9504
H -3.4928 2.0624 -2.4079
H -2.8513 0.1342 -1.4772
H 1.2908 1.0090 -0.6812
H 0.3943 2.1639 -1.6175
H -1.1745 3.4750 2.2508
H -0.1982 3.4563 4.5639
H 1.5615 1.8396 5.1448
H 2.3730 0.2256 3.4556
H 1.4202 0.2102 1.2569
H 1.3660 -1.1864 -2.9712
H 1.0725 -1.6994 -1.3520
H -1.8452 -2.8313 -3.6473
H -0.7053 -3.3842 -4.6309
H -0.2566 -3.4342 -0.9162
H -0.5643 -4.5596 -2.0156
H 1.5594 -3.1075 -4.0550
H 1.7976 -3.6465 -2.5573
C 4.5721 5.5503 4.7801
C 3.6152 5.4515 5.9409
C 4.2587 5.0731 7.2526
O 3.1765 4.4332 7.9445
C 2.3489 3.9131 7.0021
O 1.4744 3.1407 7.2232
O 2.6841 4.3693 5.7696
H 4.0372 5.8082 3.8658
H 5.3302 6.3064 4.9608
H 5.0665 4.5943 4.5997
H 3.0353 6.3742 6.0419
H 4.6238 5.9288 7.8157
H 5.0656 4.3465 7.1316
C 7.4572 -0.0292 1.4727
C 6.1074 0.5725 1.1787
C 5.0157 0.1980 2.1458
O 3.8413 0.3398 1.3261
C 4.2152 0.1088 0.0493
O 3.4533 -0.0402 -0.8583
O 5.5574 0.0679 -0.0628
H 8.1836 0.2790 0.7200
H 7.8089 0.2900 2.4500
H 7.4092 -1.1191 1.4456
H 6.1853 1.6572 1.0861
H 4.9651 0.8668 2.9980
H 5.0798 -0.8355 2.4961
C -5.8318 -3.7282 -1.6310
C -4.8163 -4.4143 -2.5063
C -5.2258 -5.7747 -3.0042
O -3.9418 -6.4106 -3.1971
C -3.0765 -5.8358 -2.3361
O -1.9793 -6.2463 -2.1031
O -3.6195 -4.7373 -1.7693
H -5.4580 -2.7591 -1.2986
H -6.7620 -3.5762 -2.1779
H -6.0355 -4.3203 -0.7368
H -4.5323 -3.7591 -3.3359
H -5.7924 -5.7415 -3.9272
H -5.7823 -6.3486 -2.2599
C -8.6887 -9.6495 -3.7128
C -9.0744 -8.2017 -3.8672
C -9.7622 -7.8606 -5.1684
O -9.4172 -6.4695 -5.3229
C -8.2464 -6.2803 -4.6734
O -7.5707 -5.2993 -4.7215
O -7.9169 -7.3563 -3.9346
H -8.1881 -9.8045 -2.7579
H -9.5714 -10.2880 -3.7524
H -7.9928 -9.9515 -4.4970
H -9.6703 -7.8791 -3.0097
H -10.8409 -7.9888 -5.1348
H -9.3573 -8.4135 -6.0192
C -3.6586 -7.7722 1.0312
C -5.0463 -7.1873 0.9766
C -5.9980 -7.6802 2.0414
O -7.2752 -7.5130 1.4013
C -7.0695 -7.6088 0.0676
O -7.9256 -7.6896 -0.7543
O -5.7456 -7.5932 -0.2163
H -3.0446 -7.3760 0.2220
H -3.1796 -7.5303 1.9797
H -3.6902 -8.8561 0.9122
H -4.9934 -6.0947 0.9748
H -5.9520 -7.1012 2.9600
H -5.8637 -8.7396 2.2717
C 9.4606 5.2729 1.3959
C 8.5225 4.9370 2.5260
C 9.1920 4.6404 3.8457
O 8.2326 3.7751 4.4767
C 7.5544 3.1455 3.4936
O 6.8058 2.2332 3.6640
O 7.8286 3.6902 2.2897
H 8.9023 5.4582 0.4790
H 10.0402 6.1642 1.6344
H 10.1435 4.4454 1.1967
H 7.7694 5.7186 2.6384
H 9.3619 5.5284 4.4488
H 10.1297 4.0907 3.7335
C -4.2246 -0.1764 -6.8975
C -5.1477 0.8244 -6.2491
C -6.4491 1.0589 -6.9761
O -6.7787 2.3957 -6.5723
C -5.6120 3.0330 -6.2928
O -5.5111 4.1999 -6.1015
O -4.5830 2.1494 -6.2645
H -3.3032 -0.2785 -6.3229
H -4.7041 -1.1537 -6.9591
H -3.9445 0.1488 -7.9002
H -5.3239 0.5504 -5.2045
H -7.2347 0.3660 -6.6848
H -6.3347 1.0434 -8.0626
C 6.9011 11.5282 4.9357
C 6.4640 10.0914 5.0584
C 7.1396 9.3099 6.1601
O 7.0616 7.9647 5.6578
C 7.0298 8.0440 4.3047
O 7.1496 7.1139 3.5727
O 6.8467 9.3194 3.9020
H 6.3805 12.0165 4.1129
H 6.6853 12.0732 5.8543
H 7.9692 11.5919 4.7251
H 5.3758 10.0336 5.1492
H 6.6332 9.3914 7.1184
H 8.1926 9.5721 6.2821
*
```

Atom charges from the Löwdin analysis, given in e for atoms 1 to 5:
1. C -0.04
2. C -0.47
3. F -0.04
4. P 0.81
5. Br 0.50

Computed, not measured: a molecular structure, C45H67GeMnN5P3, with the ωB97M-V functional and the def2-TZVPD basis.

## Properties
ΔE to the lowest compared entry with this formula, charge and spin	0.00	kcal/mol
E_HOMO (alpha / beta)	-15.128 / -15.057	eV
total energy	-170885.3394	eV
E_LUMO (alpha / beta)	-8.86 / -10.08	eV
orbital gap (alpha / beta)	6.3 / 5.0	eV

ORCA input file:
```
! wB97M-V def2-TZVPD RIJCOSX def2/J DEFGRID3
* xyz 3 6
Mn 0.0912 -1.1598 -0.2493
C -5.1061 -0.8866 -0.9324
C -3.7938 -1.2500 -0.2323
C -3.6894 -0.5986 1.1424
P -2.2925 -0.8721 -1.2389
C -2.5592 0.8892 -1.7440
N -1.4585 1.8016 -1.5042
Ge 0.0331 1.4548 -0.1911
N -0.6464 1.7696 1.5165
C -0.7100 0.8171 2.6088
P 0.2340 -0.7340 2.3104
C -0.6409 -2.0529 3.2636
C 0.2966 -3.2543 3.4245
C -1.2706 -1.6340 4.5944
C 1.8741 -0.4272 3.1079
C 1.8393 -0.3179 4.6350
C 2.4949 0.8446 2.5284
C -1.4557 2.9095 1.6280
C -2.4224 3.1139 2.6090
C -3.1969 4.2683 2.5878
C -3.0377 5.2257 1.5974
C -2.0638 5.0412 0.6262
C -1.2803 3.9040 0.6657
N -0.1855 3.6566 -0.2635
C -0.5197 3.9329 -1.6242
C -0.1520 5.0567 -2.3186
C -0.6763 5.2513 -3.5957
C -1.5726 4.3252 -4.1646
C -1.9151 3.1806 -3.4995
C -1.3418 2.9243 -2.2227
C 1.1129 4.1501 0.1468
C 1.3307 5.3786 0.7368
C 2.6351 5.7673 1.0101
C 3.6822 4.9226 0.6749
C 3.4521 3.6741 0.1056
C 2.1458 3.2650 -0.1464
N 1.7674 2.0053 -0.6446
C 2.8563 1.1179 -0.9866
P 2.3582 -0.6328 -1.1968
C 2.3660 -0.9464 -3.0150
C 1.5307 0.1627 -3.6695
C 3.7379 -1.0512 -3.6811
C 3.7023 -1.5007 -0.2703
C 3.4935 -3.0095 -0.1668
C 5.1309 -1.1687 -0.7189
C -2.5775 -1.7527 -2.8419
C -2.8626 -3.2452 -2.6628
C -1.4366 -1.4857 -3.8202
H -5.9377 -1.1827 -0.2919
H -5.2371 -1.3952 -1.8857
H -5.2046 0.1873 -1.0962
H -3.7723 -2.3362 -0.1033
H -3.7081 0.4935 1.0801
H -2.7742 -0.9007 1.6513
H -4.5318 -0.9045 1.7635
H -3.4232 1.2691 -1.1901
H -2.8419 0.8776 -2.7969
H -1.7416 0.5251 2.8156
H -0.3325 1.2787 3.5280
H -1.4496 -2.3588 2.5921
H 1.0963 -3.0494 4.1339
H 0.7469 -3.5632 2.4785
H -0.2685 -4.1041 3.8065
H -0.5242 -1.3851 5.3441
H -1.8536 -2.4705 4.9823
H -1.9512 -0.7881 4.4966
H 2.4868 -1.2922 2.8317
H 1.1242 0.4344 4.9721
H 2.8232 0.0002 4.9826
H 1.6098 -1.2575 5.1276
H 1.9996 1.7341 2.9233
H 2.4264 0.8925 1.4438
H 3.5465 0.9053 2.8114
H -2.5769 2.3944 3.4008
H -3.9378 4.4157 3.3621
H -3.6517 6.1148 1.5900
H -1.9096 5.7846 -0.1468
H 0.5003 5.7936 -1.8694
H -0.4153 6.1443 -4.1478
H -1.9830 4.5203 -5.1459
H -2.5809 2.4702 -3.9668
H 0.4970 6.0237 0.9836
H 2.8307 6.7262 1.4681
H 4.7014 5.2315 0.8642
H 4.2984 3.0475 -0.1352
H 3.6102 1.1019 -0.1923
H 3.3695 1.4591 -1.8919
H 1.8450 -1.9017 -3.1483
H 2.1007 1.0912 -3.7235
H 0.6019 0.3722 -3.1300
H 1.2729 -0.1236 -4.6893
H 4.3647 -0.1865 -3.4581
H 3.6038 -1.0866 -4.7630
H 4.2722 -1.9518 -3.3886
H 3.5615 -1.0747 0.7312
H 3.4639 -3.4854 -1.1521
H 2.5913 -3.2631 0.3943
H 4.3325 -3.4558 0.3681
H 5.4244 -1.7565 -1.5848
H 5.8171 -1.4193 0.0906
H 5.2803 -0.1156 -0.9578
H -3.4807 -1.2869 -3.2489
H -2.0938 -3.7775 -2.0959
H -2.9248 -3.7182 -3.6430
H -3.8096 -3.4235 -2.1564
H -0.4810 -1.8821 -3.4641
H -1.2976 -0.4200 -4.0109
H -1.6484 -1.9637 -4.7768
N 0.2103 -3.2752 -0.8538
C -0.2315 -4.3436 0.0425
C 0.5846 -5.4379 0.2763
C 0.1420 -6.4493 1.1193
C -1.1132 -6.3735 1.7059
C -1.9274 -5.2768 1.4577
C -1.4818 -4.2548 0.6320
H 1.1598 -3.4887 -1.1495
H -0.3474 -3.3280 -1.7057
H 1.5523 -5.5205 -0.2052
H 0.7753 -7.3069 1.3011
H -1.4590 -7.1717 2.3481
H -2.9107 -5.2192 1.9060
H -2.1107 -3.3923 0.4409
*
```

Atom charges from the Löwdin analysis, given in e for atoms 1 to 5:
1. Mn 0.42
2. C -0.07
3. C -0.54
4. C -0.09
5. P 1.03